Entry 1:
Density functional theory data (ωB97M-V/def2-TZVPD) for a molecular structure, C8H6AlF12N2O12S4 in a non-equilibrium geometry.

Atoms and positions in Å:
Al 1.814 0.106 -0.389
C -1.894 1.397 2.375
F -2.244 2.213 3.275
F -2.842 0.476 2.264
F -1.816 2.152 1.289
S -0.247 0.606 2.778
O 0.748 1.573 2.304
O -0.223 0.388 4.223
N -0.053 -0.800 1.742
S -0.367 -1.900 2.760
O 0.555 -2.033 3.886
O -1.762 -1.888 3.134
C -0.166 -3.625 1.752
F -1.363 -4.062 1.379
F 0.714 -3.458 0.784
F 0.291 -4.495 2.687
C -0.228 -4.531 -2.330
F -1.323 -4.341 -1.675
F 0.593 -5.399 -1.730
F -0.652 -5.081 -3.504
S 0.661 -2.838 -2.836
O 2.078 -2.894 -2.455
O 0.442 -2.655 -4.251
N -0.043 -1.545 -1.973
S -1.363 -1.317 -2.748
O -1.432 -0.169 -3.648
O -2.020 -2.480 -3.355
C -2.612 -0.733 -1.359
F -3.817 -0.493 -1.915
F -2.711 -1.695 -0.351
F -2.202 0.426 -0.872
C 3.671 4.161 2.041
C 4.128 2.841 1.383
O 3.497 2.353 0.411
O 5.232 2.405 1.763
H 3.283 4.039 3.052
H 3.040 4.770 1.393
H 4.587 4.743 2.141
C -1.066 3.808 -2.133
C 0.094 2.943 -1.660
O 0.799 2.278 -2.512
O 0.214 2.618 -0.470
H -2.033 3.402 -1.836
H -0.979 3.974 -3.207
H -0.989 4.759 -1.607

Atoms 1-6, force components in eV/Å:
-0.2 0.2 -0.3
-1.1 -0.7 -2.1
0.0 1.3 3.3
0.2 -0.3 -0.4
0.5 -0.9 -0.9
3.0 4.1 1.8

Summary:
⟨S²⟩: 1.776
HOMO energy (alpha / beta): -0.36001 / -0.36009 hartree
gap between HOMO and LUMO (alpha / beta): 3.8666 / 5.3896 eV
multiplicity: 2
total charge: 0
lowest unoccupied orbital energy (alpha / beta): -5.930 / -4.409 eV



Entry 2:
Density functional theory data (ωB97M-V/def2-TZVPD) for a single C8H6BF13 molecule.

Atoms and positions in Å:
B -3.128 0.410 2.780
C -3.110 -0.211 1.333
C -1.676 -0.082 0.774
C -1.197 -1.398 0.205
F -2.098 -1.818 -0.729
F -1.118 -2.369 1.134
C 0.142 -1.333 -0.575
F -0.027 -0.478 -1.612
F 0.391 -2.557 -1.082
C 1.387 -0.889 0.261
F 2.381 -1.785 0.110
F 1.053 -0.855 1.573
C 1.932 0.518 -0.090
F 2.830 0.834 0.860
F 0.917 1.397 -0.003
C 2.639 0.616 -1.487
F 2.444 -0.497 -2.203
F 3.962 0.770 -1.291
C 2.178 1.845 -2.318
F 2.872 1.848 -3.477
F 0.870 1.791 -2.601
F 2.449 2.976 -1.636
H -3.532 1.517 2.943
H -2.659 -0.237 3.664
H -3.800 0.325 0.693
H -3.436 -1.245 1.348
H -1.701 0.600 -0.066
H -0.966 0.306 1.495

Atoms 1-6, force components in eV/Å:
0.2 -0.3 -0.4
-0.4 0.4 0.5
-0.3 -0.2 -0.3
-0.2 0.4 -0.3
0.0 -0.1 0.0
0.1 -0.2 0.2

Summary:
HOMO energy: -0.42780 hartree
gap between HOMO and LUMO: 11.6795 eV
total charge: 0
lowest unoccupied orbital energy: 0.039 eV



Entry 3:
Density functional theory data (ωB97M-V/def2-TZVPD) for a single C8H6BrI molecule in a non-equilibrium geometry.

Atoms and positions in Å:
C 1.376 0.559 -0.929
C 0.791 -0.757 -0.797
C 0.884 1.617 -0.234
C -0.551 -0.836 -0.027
C -0.323 1.546 0.500
C -1.134 0.422 0.488
C 0.717 -1.337 0.581
C -2.424 0.577 1.033
Br 0.924 -3.231 0.846
I -3.975 -0.438 0.095
H 2.214 0.674 -1.599
H 0.966 -1.461 -1.600
H 1.370 2.576 -0.322
H -1.260 -1.588 -0.355
H -0.723 2.459 0.917
H 1.148 -0.782 1.403

Atoms 1-6, force components in eV/Å:
-0.3 0.5 0.3
0.3 -0.3 -0.2
0.7 -0.2 -0.7
-0.2 -0.4 0.2
-1.0 -0.3 0.2
0.7 -0.1 0.2

Summary:
HOMO energy (alpha / beta): -0.29527 / -0.29250 hartree
gap between HOMO and LUMO (alpha / beta): 6.6584 / 6.6005 eV
relative energy (zero: lowest compared OMol25 entry of this formula, charge and spin): 270.6 kJ/mol
total charge: 0
lowest unoccupied orbital energy (alpha / beta): -1.376 / -1.359 eV



Energy list, top to bottom, in eV: -118478.7695, -44396.4503, -86532.0416